(1)
The following is a quantum chemistry calculation of C3H8O3 as an isolated structure, from the Open Molecules 2025 dataset.

lowest unoccupied orbital energy (spin up / spin down) = -0.1823 / 0.0412 eV
Kohn-Sham gap (spin up / spin down) = 9.21 / 8.24 eV
charge = 0
multiplicity = 1

Geometry (Å):
1 C 0.39840 -0.23291 0.33698
2 C -1.63050 -0.30804 0.21717
3 C 0.86663 1.18029 0.18064
4 O 0.28871 -1.01754 -0.67875
5 O 2.16121 -1.30644 -0.60591
6 O -2.13999 0.78809 -0.38296
7 H 2.12696 -2.26699 -0.50218
8 H -2.02326 0.72080 -1.34037
9 H 0.59618 -0.68761 1.31690
10 H -1.75933 -0.26231 1.29420
11 H -1.93219 -1.25404 -0.22338
12 H 1.78880 1.19876 -0.40086
13 H 0.17568 1.82056 -0.36360
14 H 1.08270 1.62738 1.15212

Calculated atomic charges, method natural (NBO), unit e: 0.272 0.026 -0.702 -0.414 -0.655 -0.676 0.438 0.487 0.160 0.183 0.181 0.257 0.225 0.218

***

(2)
The following is a quantum chemistry calculation of a 2-piece molecular cluster, C3H8O3 overall, from the Open Molecules 2025 dataset.

lowest unoccupied orbital energy = 0.7559 eV
Kohn-Sham gap = 11.24 eV
charge = 0
multiplicity = 1
SMILES = CC(=O)O.CO

Geometry (Å):
1 C -1.15970 -1.51132 1.27494
2 C 0.96140 0.55683 -0.84973
3 C 0.19226 1.01954 0.32928
4 H -3.04018 -1.18082 1.73422
5 H -0.38114 -0.88792 1.74297
6 H -1.19784 -2.47668 1.85618
7 H -0.99169 -1.79294 0.28346
8 H 1.91008 0.71743 -2.24841
9 H -0.34849 0.12761 0.60824
10 H 0.82793 1.60959 1.16805
11 H -0.50857 1.86670 0.00926
12 O -2.18093 -0.56114 1.62575
13 O 0.82288 -0.60691 -1.34545
14 O 1.82882 1.37138 -1.49041

Calculated atomic charges, method natural (NBO), unit e: -0.282 0.771 -0.737 0.467 0.191 0.168 0.193 0.504 0.255 0.250 0.256 -0.723 -0.652 -0.662

***

Which of them is the least stable? Correct choice: (1).

***

(1)
The following is a quantum chemistry calculation of a 2-piece molecular cluster, CH3NOS overall, from the Open Molecules 2025 dataset.

lowest unoccupied orbital energy (spin up / spin down) = -0.4250 / -0.4247 eV
Kohn-Sham gap (spin up / spin down) = 8.50 / 8.50 eV
charge = 0
multiplicity = 1

Geometry (Å):
1 C -1.01315 -0.15582 -0.46887
2 N -0.12662 0.67797 -0.28719
3 O 2.05713 -0.88495 -0.01755
4 S 1.62514 0.50150 -0.04442
5 H -2.66139 0.25646 0.23700
6 H -1.27909 -1.12990 -0.69648
7 H 1.39798 0.73475 1.27752

Calculated atomic charges, method natural (NBO), unit e: 0.169 -0.673 -0.931 1.265 -0.051 0.192 0.030

***

(2)
The following is a quantum chemistry calculation of a 2-piece molecular cluster, CH3NOS overall, from the Open Molecules 2025 dataset.

lowest unoccupied orbital energy = 0.4123 eV
Kohn-Sham gap = 8.96 eV
charge = 0
multiplicity = 1
SMILES = C#[N+][S-].O

Geometry (Å):
1 C -2.67372 2.04771 -0.41460
2 N -2.87071 0.91610 -0.20233
3 O 0.83835 -1.39549 0.38665
4 S -3.15906 -0.58520 -0.00279
5 H -2.83203 3.03942 -0.12457
6 H 1.29176 -1.74216 1.17086
7 H 1.65445 -0.92570 -0.08450

Calculated atomic charges, method natural (NBO), unit e: 0.078 -0.399 -0.927 0.086 0.234 0.464 0.463

***

(3)
The following is a quantum chemistry calculation of a single CH3NOS molecule, from the Open Molecules 2025 dataset.

lowest unoccupied orbital energy (spin up / spin down) = -1.5696 / -1.7335 eV
Kohn-Sham gap (spin up / spin down) = 7.39 / 7.20 eV
charge = 0
multiplicity = 1
SMILES = C[N+]([O-])=S

Geometry (Å):
1 C 0.63315 0.16805 -0.05535
2 N -0.64274 -0.33355 0.23081
3 O -0.91212 -1.44622 0.66122
4 S -2.20074 0.76485 -0.33931
5 H 1.26093 -0.59002 -0.57878
6 H 1.21806 0.48474 0.81496
7 H 0.64347 0.95217 -0.73354

Calculated atomic charges, method natural (NBO), unit e: -0.493 0.162 -0.238 -0.173 0.239 0.252 0.251

***

(4)
The following is a quantum chemistry calculation of a single CH3NOS molecule, from the Open Molecules 2025 dataset.

lowest unoccupied orbital energy (spin up / spin down) = -0.5694 / 0.0706 eV
Kohn-Sham gap (spin up / spin down) = 6.76 / 7.97 eV
charge = 0
multiplicity = 1

Geometry (Å):
1 C -0.75033 -0.59212 0.67889
2 N 0.17211 0.18235 0.11397
3 O 1.38802 1.55884 -1.79635
4 S 0.41564 0.42613 -1.55897
5 H -1.51917 -0.86324 0.12598
6 H -0.69558 -1.13280 1.66587
7 H 0.98932 0.42085 0.77061

Calculated atomic charges, method natural (NBO), unit e: -0.171 -0.687 -0.905 0.971 0.169 0.199 0.425

***

Which of them is the least stable? Correct choice: (1).